The following is a quantum chemistry calculation of a single C3H4N2O3 molecule, from OMol25.

The geometry in XYZ format:
```
12
C3H4N2O3, DFT the ωB97M-V functional and the def2-TZVPD basis
C 0.329 -0.282 2.450
C 0.461 -0.072 1.004
N 1.522 0.069 0.285
O 1.276 0.105 -1.038
N -0.101 -0.295 -1.237
O -0.630 0.620 -2.122
C -0.697 -0.174 0.143
O -1.878 -0.091 0.451
H -0.328 -0.997 2.941
H 1.295 -0.405 2.953
H -0.031 0.693 2.961
H -1.584 0.391 -2.113
```

Results
- Electronic energy: -12293.4488 eV
- SMILES: Cc1non(O)c1=O
- HOMO level: -9.80 eV
- Gap between HOMO and LUMO: 9.427 eV
- Multiplicity: 1

=====

The following is a quantum chemistry calculation of a molecular structure, CHIOS2, from OMol25.

The geometry in XYZ format:
```
6
CHIOS2, DFT the ωB97M-V functional and the def2-TZVPD basis
C 0.653 0.239 0.643
O -1.747 0.040 -0.606
S 0.478 -1.581 0.600
S -0.172 -0.290 -0.839
I 2.637 0.888 0.058
H -1.849 0.704 0.145
```

Results
- Electronic energy: -32868.6035 eV
- HOMO level: -8.37 eV
- Gap between HOMO and LUMO: 7.962 eV
- Multiplicity: 1

=====

The following is a quantum chemistry calculation of a molecular structure, C30H69BO16S6, from OMol25.

The geometry in XYZ format:
```
122
C30H69BO16S6, DFT the ωB97M-V functional and the def2-TZVPD basis
C -0.159 -3.715 -5.308
C 0.794 -3.037 -5.584
B 2.078 -2.309 -5.912
S 3.008 -2.746 -7.446
C 2.625 -1.210 -4.953
C 2.336 0.236 -5.420
C 1.099 0.758 -4.670
C 1.402 1.035 -3.191
C 0.717 2.282 -2.627
C 1.362 2.736 -1.305
C 0.641 2.105 -0.094
C 1.569 1.705 1.067
C 1.618 2.713 2.227
C 2.767 3.718 2.136
C 3.267 4.178 3.502
C 4.183 5.392 3.411
O 5.534 4.952 3.390
C 6.374 5.793 2.636
H -0.895 -4.437 -5.044
H 3.093 -4.056 -7.200
H 2.218 -1.351 -3.953
H 3.704 -1.359 -4.880
H 2.103 0.282 -6.484
H 3.183 0.882 -5.199
H 0.780 1.684 -5.148
H 0.327 -0.007 -4.758
H 1.074 0.187 -2.585
H 2.479 1.140 -3.052
H -0.342 2.073 -2.471
H 0.819 3.080 -3.365
H 2.376 2.337 -1.300
H 1.355 3.822 -1.245
H 0.133 1.208 -0.451
H -0.117 2.793 0.281
H 2.583 1.576 0.684
H 1.263 0.728 1.442
H 1.656 2.154 3.164
H 0.669 3.252 2.214
H 3.589 3.262 1.582
H 2.441 4.572 1.539
H 3.865 3.367 3.919
H 2.417 4.396 4.147
H 4.037 6.076 4.252
H 3.969 5.940 2.489
H 7.386 5.411 2.737
H 6.339 6.823 3.003
H 6.093 5.791 1.578
O -1.271 -1.734 -2.478
S -0.716 -2.709 -1.587
O -1.305 -4.011 -1.479
O -0.564 -2.078 -0.145
C -1.726 -1.467 0.481
C -2.687 -2.492 1.045
C 1.004 -2.881 -1.916
H -2.210 -0.806 -0.239
H -1.312 -0.845 1.272
H -3.162 -3.070 0.254
H -3.466 -1.986 1.616
H -2.166 -3.192 1.698
H 1.448 -1.891 -1.968
H 1.090 -3.392 -2.872
H 1.458 -3.470 -1.124
O -1.109 5.332 1.216
S -2.278 6.140 1.397
O -2.244 7.232 2.320
O -3.500 5.188 1.737
C -3.329 4.245 2.825
C -3.452 4.895 4.186
C -2.864 6.709 -0.158
H -2.374 3.732 2.707
H -4.117 3.511 2.676
H -2.625 5.577 4.378
H -3.451 4.126 4.958
H -4.376 5.468 4.255
H -2.913 5.868 -0.844
H -2.151 7.451 -0.510
H -3.842 7.160 -0.017
O 1.058 -3.911 3.202
S 0.437 -5.142 2.800
O -0.983 -5.202 2.659
O 0.917 -6.317 3.744
C 0.765 -6.132 5.176
C -0.660 -6.336 5.643
C 1.195 -5.696 1.318
H 1.143 -5.147 5.453
H 1.426 -6.874 5.618
H -1.318 -5.554 5.269
H -0.691 -6.321 6.733
H -1.045 -7.292 5.289
H 2.273 -5.676 1.444
H 0.880 -5.010 0.535
H 0.842 -6.701 1.102
O -7.176 -4.819 -5.704
S -6.130 -5.022 -6.660
O -5.220 -6.113 -6.493
O -5.315 -3.671 -6.819
C -4.807 -3.049 -5.612
C -3.570 -3.735 -5.077
C -6.799 -5.069 -8.285
H -5.601 -3.010 -4.866
H -4.582 -2.025 -5.903
H -3.802 -4.735 -4.710
H -3.145 -3.158 -4.254
H -2.830 -3.836 -5.868
H -7.465 -4.221 -8.414
H -7.346 -6.004 -8.371
H -5.981 -5.040 -8.999
O 0.183 0.487 3.259
S 1.082 0.187 4.338
O 0.564 0.066 5.667
O 2.253 1.264 4.324
C 1.876 2.660 4.305
C 1.428 3.166 5.660
C 2.044 -1.221 3.945
H 1.109 2.815 3.544
H 2.773 3.182 3.978
H 0.489 2.707 5.965
H 1.288 4.247 5.619
H 2.173 2.933 6.420
H 2.446 -1.091 2.944
H 1.380 -2.084 3.969
H 2.839 -1.323 4.678
```

Results
- Electronic energy: -130662.8245 eV
- HOMO level: -7.67 eV
- Gap between HOMO and LUMO: 7.483 eV
- Multiplicity: 1

=====

The following is a quantum chemistry calculation of a molecular structure, C44H44IN3O6PS2Sn, from OMol25.

The geometry in XYZ format:
```
102
C44H44IN3O6PS2Sn, DFT the ωB97M-V functional and the def2-TZVPD basis
Sn 0.777 1.060 0.793
O 0.444 3.530 1.595
S -0.972 1.640 4.013
O -0.449 2.414 5.236
O 1.340 0.221 2.898
C -2.618 2.095 3.675
C -3.373 2.783 4.627
C -4.695 3.083 4.359
C -5.291 2.702 3.156
C -4.535 2.042 2.204
C -3.192 1.758 2.447
P -2.153 0.970 1.197
C -2.484 1.868 -0.347
C -2.190 1.281 -1.579
C -2.319 2.007 -2.754
C -2.709 3.338 -2.710
C -2.964 3.940 -1.486
C -2.853 3.212 -0.311
C -2.876 -0.694 1.051
C -2.566 -1.555 2.106
C -3.102 -2.831 2.158
C -3.939 -3.271 1.141
C -4.257 -2.421 0.093
C -3.740 -1.132 0.052
H -2.897 3.057 5.560
H -5.279 3.612 5.101
H -6.330 2.929 2.964
H -4.981 1.764 1.256
H -1.859 0.250 -1.624
H -2.124 1.530 -3.707
H -2.816 3.904 -3.626
H -3.259 4.980 -1.444
H -3.059 3.687 0.640
H -1.913 -1.213 2.905
H -2.861 -3.481 2.989
H -4.358 -4.269 1.175
H -4.928 -2.752 -0.689
H -4.027 -0.470 -0.754
C 3.779 -0.540 0.095
N 3.505 0.862 0.385
C 3.771 1.687 -0.789
C 4.251 1.330 1.548
C 3.644 2.580 2.166
N 2.254 2.368 2.576
C 1.400 3.549 2.656
C 2.050 1.327 3.545
H 4.834 -0.712 -0.160
H 3.162 -0.866 -0.743
H 3.521 -1.149 0.962
H 4.834 1.663 -1.064
H 3.477 2.721 -0.613
H 3.188 1.311 -1.630
H 5.302 1.536 1.293
H 4.267 0.522 2.280
H 3.659 3.403 1.450
H 4.266 2.888 3.015
H 0.849 3.549 3.596
H 0.716 4.095 0.854
H 2.011 4.449 2.576
H 1.469 1.668 4.405
H 3.002 0.920 3.878
H 0.459 0.180 3.345
O 0.476 -1.277 0.524
S -0.242 -2.532 0.066
C 0.780 -3.225 -1.217
C 0.204 -3.351 -2.472
C 0.969 -3.842 -3.524
C 2.294 -4.188 -3.308
C 2.861 -4.060 -2.043
C 2.103 -3.584 -0.989
C 0.054 -3.724 1.358
C -0.484 -4.996 1.215
C -0.310 -5.911 2.239
C 0.381 -5.547 3.389
C 0.903 -4.269 3.517
C 0.740 -3.341 2.495
H -0.835 -3.081 -2.619
H 0.527 -3.968 -4.503
H 2.889 -4.573 -4.126
H 3.891 -4.349 -1.882
H 2.523 -3.501 0.006
H -1.035 -5.266 0.322
H -0.720 -6.908 2.144
H 0.507 -6.263 4.190
H 1.432 -3.987 4.417
H 1.130 -2.335 2.580
N 1.121 4.061 -1.198
C 1.047 3.590 -2.243
I 1.255 -0.990 -9.124
C 1.139 -0.106 -7.248
C 1.004 -0.909 -6.119
C 0.926 -0.323 -4.872
C 0.982 1.067 -4.754
C 1.121 1.868 -5.885
C 1.197 1.278 -7.134
C 0.892 1.615 -3.402
O 1.002 3.049 -3.414
O 0.753 1.047 -2.357
H 0.963 -1.985 -6.220
H 0.831 -0.930 -3.981
H 1.166 2.943 -5.796
H 1.303 1.892 -8.017
```

Results
- Electronic energy: -107981.6457 eV
- HOMO level: -8.05 eV
- Charge: +1
- Gap between HOMO and LUMO: 4.892 eV
- Multiplicity: 1

=====

The following is a quantum chemistry calculation of a single C5H7NO molecule, from OMol25.

The geometry in XYZ format:
```
14
C5H7NO, DFT the ωB97M-V functional and the def2-TZVPD basis
C -2.337 -0.009 -0.104
C -0.887 -0.378 -0.190
C -0.378 -1.559 -0.667
O 1.124 -1.289 -0.610
C 1.411 -0.112 -0.146
N 2.706 0.278 -0.072
C 0.227 0.587 0.231
H -2.634 0.412 0.863
H -2.951 -0.893 -0.284
H -2.587 0.733 -0.868
H -0.194 0.012 1.138
H 3.393 -0.455 -0.187
H 2.957 1.018 0.567
H 0.150 1.658 0.329
```

Results
- Electronic energy: -8832.0211 eV
- HOMO level: -7.86 eV
- Gap between HOMO and LUMO: 8.323 eV
- Multiplicity: 1

=====

| no. | maximum force (eV/A) |
| --- | --- |
| 1 | 4.13 |
| 2 | 1.46 |
| 3 | 10.48 |
| 4 | 1.01 |
| 5 | 1.94 |